Entry 1:
Computed, not measured: a structure of composition C19H46LiN2O15P, with ωB97M-V/def2-TZVPD.

Atoms and positions in Å:
H (-46.2525, 8.2860, -43.7234)
H (-48.5241, 16.3576, -36.4359)
O (-47.0436, 12.1415, -37.9725)
H (-44.5484, 8.5151, -43.9505)
C (-50.0849, 11.3750, -42.0654)
C (-43.0042, 13.1330, -37.8717)
H (-52.9077, 10.2647, -42.1439)
O (-45.3094, 8.3531, -41.8875)
C (-49.5627, 11.7553, -39.7581)
O (-44.5562, 12.7131, -43.1790)
C (-42.2525, 9.2959, -40.6900)
H (-45.3743, 15.8394, -37.8914)
H (-50.1331, 9.3754, -39.3507)
H (-44.4372, 11.7247, -47.2598)
C (-46.0221, 8.8869, -40.8665)
H (-49.2595, 11.1936, -42.2163)
H (-47.1061, 18.2381, -39.5055)
H (-42.6133, 9.6084, -41.7810)
C (-42.6658, 11.2513, -39.3336)
H (-48.0952, 17.7121, -35.2572)
O (-43.7845, 11.1088, -39.6000)
H (-45.6396, 9.6585, -38.3098)
O (-42.1129, 12.3171, -38.6630)
H (-48.0892, 19.7036, -38.4250)
O (-46.5016, 9.9279, -41.0859)
O (-45.8800, 8.2718, -39.6759)
H (-47.0591, 16.5793, -36.2026)
C (-48.5055, 19.0891, -37.5151)
O (-44.4444, 11.4739, -45.0157)
H (-49.9955, 11.8598, -38.6839)
O (-45.6645, 15.9919, -39.8055)
H (-45.5884, 18.1868, -36.4142)
O (-46.1633, 13.7928, -38.9202)
H (-52.7175, 9.1395, -40.7757)
C (-51.9079, 11.1161, -40.3733)
H (-48.6215, 11.3827, -39.5982)
C (-46.5297, 8.9104, -38.4643)
C (-50.0718, 9.4879, -40.5274)
H (-49.1308, 18.4763, -37.7762)
H (-43.5684, 12.4390, -37.1074)
H (-48.8345, 19.5203, -36.6903)
C (-47.8625, 17.1526, -36.2254)
H (-49.2840, 12.6632, -40.2420)
C (-52.8945, 10.2330, -41.0409)
H (-52.0009, 10.9991, -39.4232)
H (-50.5743, 10.6097, -42.6790)
O (-46.6805, 14.1206, -36.5248)
H (-48.0753, 16.6559, -38.8273)
N (-50.4321, 10.9115, -40.6989)
H (-44.5193, 13.7215, -41.2473)
O (-48.4386, 14.0699, -38.3522)
H (-50.6527, 8.7523, -40.8636)
H (-45.7619, 15.0214, -39.5319)
H (-46.4850, 8.2013, -37.6611)
H (-50.3239, 12.2478, -42.1755)
H (-47.4291, 9.4843, -38.8163)
O (-43.9384, 13.7749, -45.0845)
C (-43.9538, 11.1933, -46.3323)
H (-46.4862, 19.5659, -36.2580)
H (-43.7889, 13.3268, -38.5672)
C (-47.1522, 17.4531, -38.6032)
O (-41.7700, 10.4101, -39.9028)
H (-43.6212, 14.4975, -42.4292)
H (-44.0602, 10.1488, -46.3384)
C (-46.1551, 18.9573, -36.9505)
C (-44.4424, 13.8059, -42.3182)
H (-41.6753, 8.3778, -40.8715)
P (-47.1568, 13.5553, -37.7548)
H (-42.9422, 11.6741, -46.4531)
H (-42.6777, 14.1263, -37.5567)
C (-45.7313, 16.7459, -38.5919)
H (-45.4015, 19.5156, -37.5099)
O (-54.1159, 10.7526, -40.6144)
H (-49.1239, 9.1454, -40.7008)
N (-47.3683, 18.1575, -37.3367)
H (-45.6348, 9.8999, -43.4429)
H (-54.2747, 10.3198, -39.7866)
Li (-45.9109, 12.0360, -39.4409)
H (-52.2262, 12.1627, -40.4541)
C (-44.3816, 12.7614, -44.5628)
H (-45.0240, 17.4390, -38.5468)
C (-45.4111, 8.8266, -43.2898)
H (-45.2545, 14.4346, -42.6521)
H (-43.1215, 8.9564, -40.1802)

## Properties
- HOMO-LUMO gap (Eh) = 0.1879
- lowest unoccupied orbital energy (eV) = -0.048

***

Entry 2:
Computed, not measured: a cluster of 3 separate species, C19H46O12P3 in total, with ωB97M-V/def2-TZVPD.

Atoms and positions in Å:
C (1.5918, 0.7513, -3.1486)
H (-4.7996, -0.2946, -3.6149)
P (2.1142, -1.8191, -2.5805)
H (2.0377, 4.4380, 2.2058)
H (1.9876, -0.3985, 2.0155)
C (-3.3115, -1.1326, 1.9644)
O (2.2679, -2.7431, -3.8592)
C (-4.3272, -0.6494, 2.9831)
O (2.3458, -0.4362, -3.4081)
H (4.4882, -1.1677, -4.4870)
C (-6.7661, -2.2105, 0.1042)
C (-6.9266, -0.7159, -0.0510)
H (3.0163, -2.9446, -0.1416)
H (4.0352, -5.1613, -0.7918)
O (-4.7656, -0.6278, -1.6092)
C (0.0687, 2.2948, 1.3890)
C (2.3492, 1.6591, -2.2070)
H (4.7423, -2.8270, -0.4689)
H (4.4651, -4.4741, -2.3718)
H (4.8305, -2.8824, -4.6750)
H (0.6020, 0.5163, -2.7624)
H (-5.9565, -2.5963, -0.5106)
C (1.8406, 0.6507, 2.2755)
O (-0.4743, 3.3056, 2.2091)
H (-1.3724, 4.0912, 4.0412)
C (2.7963, -2.3495, -5.1336)
H (-0.5779, 2.0363, 0.5447)
H (2.6085, 1.1442, -1.2816)
H (1.7618, 2.5432, -1.9561)
H (-5.2072, -1.2960, 2.9859)
H (-2.9250, -2.1072, 2.2628)
H (-3.8926, -0.6332, 3.9824)
H (-2.3368, -1.4850, -2.2401)
H (2.0501, 1.6994, 4.1851)
O (-2.9840, 0.5837, -0.4311)
C (2.5358, 0.9131, 3.6130)
H (2.4689, 0.0060, 4.2086)
H (-2.4675, -0.4407, 1.9058)
O (3.9635, 1.1298, 3.4473)
H (4.7718, 4.0389, 2.2511)
H (-4.6631, 0.3622, 2.7493)
H (3.2853, 1.9812, -2.6678)
H (-7.6941, -2.7026, -0.1950)
H (0.9692, 2.7607, 0.9673)
H (-3.6261, 0.6875, -2.7549)
H (-2.2578, 2.3697, 3.1549)
H (-6.5444, -2.4680, 1.1391)
H (2.6203, -3.2086, -5.7834)
H (4.6295, -1.8555, -6.1096)
H (-7.7729, -0.3784, 0.5501)
C (3.9193, 3.3932, 2.4525)
O (-0.2640, 1.1336, 3.5048)
C (-4.0625, -0.3083, -2.8080)
O (-3.8999, -1.3013, 0.6674)
P (-4.3388, 0.0413, -0.1892)
H (2.2218, -1.5257, -5.5497)
O (1.1621, -1.3790, -1.5494)
H (-2.4232, -1.0944, -3.9678)
C (2.7793, 4.2955, 2.9860)
H (1.4527, 1.2439, -4.1142)
H (-1.5774, 2.3156, 5.0252)
H (-0.1432, 0.2343, 1.6951)
H (-7.1505, -0.4381, -1.0798)
H (2.3011, 3.9078, 3.8769)
H (2.7748, -4.6704, -1.9278)
O (5.2829, 2.7040, 4.2446)
C (4.2745, -2.0437, -5.0950)
C (3.7742, -3.0274, -0.9252)
H (2.3957, 1.2062, 1.5208)
P (-0.9731, 2.7218, 3.7675)
C (4.4235, 2.3978, 3.4605)
C (3.7635, -4.4154, -1.5393)
O (3.5732, -1.9934, -1.8939)
H (0.2670, 3.0639, 4.4726)
C (-3.0113, -1.3601, -3.0872)
C (0.3509, 1.0371, 2.2619)
O (-5.8086, 0.0271, 0.4450)
H (3.1788, 5.2848, 3.2027)
H (-3.4849, -2.3277, -3.2642)
H (3.6474, 2.9198, 1.5133)

## Properties
- HOMO-LUMO gap (Eh) = 0.2243
- lowest unoccupied orbital energy (eV) = 2.204
- charge = -1

***

Entry 3:
Computed, not measured: a cluster of 4 separate species, C19H47BrN5O5 in total, with ωB97M-V/def2-TZVPD.

Atoms and positions in Å:
O (2.0265, 4.3105, 2.4495)
C (0.5787, 2.2823, 2.3910)
H (-5.0246, -2.9060, -3.2023)
H (-6.6054, -3.7197, -0.7404)
N (1.6893, 1.3907, 2.7167)
H (4.6971, -2.2527, 0.9836)
O (1.8658, -5.8246, 1.5266)
H (1.6453, 1.4060, -4.0002)
H (1.1075, 5.2529, 0.8492)
H (-0.5365, -1.8498, 3.6791)
H (1.8176, 1.2867, 3.7193)
H (-3.8604, -4.3295, -1.4750)
N (0.8135, -3.6641, 2.7733)
O (3.7382, -4.7193, 0.9182)
H (-0.0350, 4.3612, 2.5133)
O (0.8002, 2.3832, -2.3520)
H (2.8404, 5.5693, 1.0936)
H (-5.1307, -2.6933, 0.7536)
H (1.1694, 2.1683, 0.2979)
C (-0.2459, -3.5237, 1.7748)
N (-4.8054, -4.6112, -1.2283)
H (-3.3987, -1.5614, -2.5160)
C (4.4630, -0.5196, 2.2637)
H (-0.1707, 1.1320, 0.7355)
C (-3.5093, -1.0645, -1.5478)
H (2.7981, -3.7363, 3.2492)
H (1.7943, 0.6235, -2.4143)
H (5.5274, -0.2825, 2.3738)
H (3.9657, -0.2490, 3.2020)
H (-6.5950, -3.6853, -3.1090)
H (0.8198, 3.7433, 3.9391)
H (2.1291, -1.5115, 2.3356)
C (4.2043, -1.9917, 1.9200)
C (2.2161, -3.6220, 2.3233)
C (-5.6523, -3.4184, -1.1889)
C (0.2686, 2.1141, 0.9086)
H (4.6308, -2.6586, 2.6731)
C (-5.1045, -2.3195, -0.2734)
Br (2.1785, -1.9057, -0.0703)
H (-0.0034, -0.6473, 2.7255)
H (-4.3100, -0.3196, -1.6243)
H (-5.7423, -1.4236, -0.3216)
H (4.0551, 0.1165, 1.4733)
N (-0.7831, -1.2723, 2.8840)
H (-0.2912, 1.9241, 2.9503)
H (0.7392, -4.6162, 3.1115)
C (2.6922, -2.2724, 1.7926)
H (2.5551, 1.7957, 2.3721)
C (-0.9757, -2.1503, 1.7410)
H (-2.0446, -2.3653, 1.6240)
C (2.0667, 4.8018, 1.1290)
C (1.8102, 1.5807, -2.9334)
H (-2.5746, -0.5576, -1.3111)
C (2.6547, -4.8760, 1.4863)
H (-1.4684, 4.3558, -3.4300)
H (-6.4258, -1.9866, -2.6364)
H (0.1188, -3.7805, 0.7743)
H (2.5379, 4.2543, -4.6260)
C (1.4925, 4.1591, -4.9248)
O (-3.7606, -1.9699, -0.4964)
H (-0.6813, -1.5932, 0.8470)
H (-0.8794, 3.0370, -4.1517)
H (2.0323, 4.0318, -2.2079)
H (0.5480, 5.4963, -3.5646)
C (0.7990, 3.7260, 2.8468)
H (-1.0003, -4.2791, 2.0175)
H (-4.7258, -5.0122, -0.2994)
H (-0.4327, 2.8726, 0.5511)
H (0.3630, 4.1909, -1.6354)
H (1.2941, 4.8722, -5.7244)
C (0.5505, 4.4174, -3.7536)
N (-0.8134, 4.0512, -4.1431)
C (-5.9420, -2.9652, -2.6167)
H (1.3439, 3.1604, -5.3355)
H (2.3075, 4.0260, 0.3973)
C (0.9861, 3.7759, -2.4332)
H (2.7965, 2.0374, -2.7996)

## Properties
- HOMO-LUMO gap (Eh) = 0.2354
- lowest unoccupied orbital energy (eV) = 2.243
- charge = -1

***

Number 1: E_tot -2338.10974 a.u.. Number 2: E_tot -2678.55187 a.u.. Number 3: E_tot -3976.13191 a.u..